A 15-piece molecular cluster, C42H109F15N9O27S5 overall at a distorted geometry. Source: the Open Molecules 2025 dataset; level of theory: ωB97M-V/def2-TZVPD.

Properties
Frontier orbital gap, Eh: 0.3087
Molecular weight, g mol⁻¹: 1617.68
Energy, Eh: -7678.11877
Total charge: +3

XYZ file:
```
207
Properties=species:S:1:pos:R:3:mulliken_charge:R:1
C 1.15098 2.41324 0.88659 -0.03
C 1.18562 0.99541 0.34533 1.26
C -0.12787 0.32880 0.70724 -0.93
O -0.10874 -1.01808 0.29061 0.63
C -1.35778 -1.50375 -0.23648 -0.06
N 1.43946 1.00965 -1.13721 2.90
H 1.25837 0.07081 -1.56023 -0.19
H 0.87351 1.72420 -1.64238 0.51
H 2.44833 1.15043 -1.30307 -1.10
H 2.19997 2.77442 0.87714 -0.64
H 0.77201 2.36432 1.90976 0.13
H 0.43294 2.94673 0.29301 0.04
H 2.07671 0.42452 0.69715 -0.19
H -0.96438 0.82722 0.21537 -0.59
H -0.20531 0.36206 1.79544 0.35
H -1.74836 -0.72811 -0.90834 -0.32
H -2.07637 -1.64848 0.57845 0.15
H -1.20524 -2.50520 -0.67556 -0.13
C -5.72533 -4.82878 -6.57739 -1.30
C -5.39636 -5.49807 -5.24021 -0.07
C -3.99146 -5.06959 -4.84346 -0.49
O -4.05957 -3.68263 -4.50233 -0.31
C -2.83014 -3.18581 -3.87648 -0.44
N -6.29451 -5.07494 -4.06197 -0.08
H -7.19799 -5.52692 -4.16792 0.42
H -5.95940 -5.40789 -3.14491 0.11
H -6.32422 -4.02801 -4.04243 0.33
H -4.92204 -5.15391 -7.24002 0.40
H -5.71616 -3.74256 -6.50168 0.27
H -6.65579 -5.11460 -7.05471 0.42
H -5.45782 -6.56680 -5.38104 0.40
H -3.26793 -5.18786 -5.64926 0.48
H -3.66856 -5.62540 -3.96784 0.23
H -2.43628 -3.90970 -3.19239 0.18
H -3.13327 -2.23358 -3.41336 -0.06
H -2.10936 -3.00795 -4.66604 0.51
C -3.98800 -7.96824 2.18287 -1.64
C -3.97967 -6.48916 1.85161 0.57
C -3.24125 -5.79227 2.95137 -0.87
O -2.91268 -4.51312 2.41375 -0.05
C -2.53418 -3.53390 3.41960 -0.51
N -3.30505 -6.24591 0.48830 -0.01
H -2.28659 -6.18256 0.50727 0.32
H -3.61621 -6.93543 -0.19957 0.43
H -3.66844 -5.33034 0.15509 0.03
H -4.33735 -8.13302 3.20027 0.41
H -3.01049 -8.41980 2.09759 0.45
H -4.59422 -8.52430 1.50112 0.47
H -5.01013 -6.13596 1.67940 0.13
H -2.32583 -6.35018 3.12235 0.42
H -3.89205 -5.68228 3.81705 0.45
H -2.16180 -2.68995 2.83174 -0.34
H -1.83802 -4.03668 4.09391 0.43
H -3.41512 -3.22639 3.98119 0.38
C -7.70768 0.39457 -2.25432 -1.35
C -6.45056 1.25191 -2.43991 0.79
C -6.68621 2.70896 -2.21123 -1.18
O -5.46793 3.39667 -2.15674 0.00
C -5.46542 4.66163 -2.79485 -0.95
N -5.42022 0.73189 -1.42564 0.88
H -5.40813 -0.31279 -1.49473 -0.08
H -4.44473 1.16593 -1.56242 -0.56
H -5.72185 0.89467 -0.45682 0.51
H -7.81021 -0.32883 -3.03951 0.25
H -8.55949 1.06010 -2.28172 0.52
H -7.78166 -0.01104 -1.25279 0.33
H -5.97127 1.18708 -3.41637 0.37
H -7.31142 2.75741 -1.32865 0.40
H -7.23853 3.06372 -3.08533 0.42
H -5.84440 4.60158 -3.81141 0.45
H -4.43179 4.97053 -2.72708 0.13
H -6.13907 5.32062 -2.22406 0.33
C 2.00966 -3.14890 3.52516 -1.71
C 2.52522 -2.98978 2.09266 1.13
C 3.58385 -1.92861 2.08821 -0.50
O 4.01990 -1.74527 0.76400 -0.49
C 4.88145 -0.67088 0.70028 0.50
N 3.18550 -4.23818 1.57930 0.08
H 2.50625 -4.98414 1.38508 0.37
H 3.49794 -4.04539 0.63666 0.33
H 3.87366 -4.66047 2.21328 0.44
H 1.10031 -3.74533 3.54409 0.36
H 1.80598 -2.20872 4.04217 0.34
H 2.77235 -3.65195 4.15188 0.46
H 1.73459 -2.64186 1.44537 -0.47
H 4.42516 -2.27155 2.65116 0.85
H 3.22207 -0.97417 2.50066 -0.52
H 4.43475 0.28313 1.04020 -0.08
H 5.13255 -0.54029 -0.35863 -0.14
H 5.79213 -0.83579 1.28655 0.00
C 2.89425 0.06086 -4.11138 -0.96
C 4.16297 -0.53839 -4.73709 -0.32
C 5.28821 -0.60993 -3.75020 0.00
O 6.17572 -1.59187 -4.21171 -0.52
C 7.48048 -1.52174 -3.63598 -0.67
N 3.79138 -1.96261 -5.21610 0.08
H 3.17800 -2.48182 -4.60154 0.19
H 3.21738 -1.79060 -6.04215 0.48
H 4.66510 -2.48556 -5.44915 0.44
H 3.08715 1.10407 -3.92832 0.23
H 2.73662 -0.46174 -3.15693 -0.17
H 2.10793 0.02071 -4.85698 0.65
H 4.45857 0.00312 -5.61322 0.49
H 4.95755 -0.93726 -2.77125 -0.19
H 5.79840 0.34624 -3.71471 0.58
H 8.04466 -0.69656 -4.06195 0.32
H 7.93628 -2.46660 -3.84659 0.33
H 7.43245 -1.39229 -2.53781 0.16
C -0.39096 3.72887 4.46250 -1.03
C 0.85604 4.56752 4.84056 -0.61
C 1.97329 4.49211 3.86925 0.41
O 1.71933 5.36935 2.74810 -0.46
C 2.95694 5.54020 1.93395 -0.79
N 0.44173 6.03995 4.97960 -0.17
H -0.08794 6.27170 4.14180 0.27
H -0.03371 6.32584 5.84552 0.37
H 1.26698 6.62992 4.87724 0.37
H -0.68295 4.03369 3.45060 -0.04
H -1.24298 3.78801 5.13380 0.67
H -0.08675 2.67893 4.32103 0.27
H 1.28751 4.33366 5.83571 0.50
H 2.12420 3.42727 3.65136 -0.72
H 2.88830 4.84414 4.33511 0.98
H 3.68633 6.04925 2.57967 0.45
H 2.77707 6.27704 1.18516 0.34
H 3.44834 4.63494 1.49858 0.21
C 10.30370 0.48935 3.04222 -1.46
C 8.92304 1.02684 3.19224 0.43
C 8.32915 1.51413 1.88170 -0.93
O 7.00136 1.85288 2.13013 -0.07
C 6.28600 2.45989 1.04505 -0.70
N 7.91336 -0.03649 3.63747 -0.15
H 7.73298 -0.62933 2.80460 0.37
H 8.19527 -0.64082 4.42709 0.42
H 6.96056 0.38052 3.83524 0.28
H 10.79184 1.24910 2.43727 0.38
H 10.38393 -0.47929 2.60261 0.39
H 10.86178 0.39387 3.98389 0.40
H 8.89980 1.82600 3.94725 0.23
H 8.43768 0.76646 1.05530 0.36
H 8.90747 2.33815 1.44139 0.54
H 6.39052 2.01640 0.03230 0.35
H 6.61185 3.48632 0.94557 0.61
H 5.20425 2.40399 1.25002 -0.31
C -1.79895 5.41718 0.76692 -1.65
C -3.06771 5.15682 1.45712 0.49
C -3.96987 6.24623 1.02403 -1.08
O -5.32229 5.82763 1.24852 -0.31
C -6.29005 6.83700 1.37405 -0.72
N -3.48751 3.75898 1.06837 -0.09
H -2.90536 2.29649 1.67095 0.20
H -4.39579 3.56481 1.45988 0.44
H -3.60074 3.69745 0.01652 -0.63
H -1.01995 4.66331 0.90169 -0.03
H -1.44289 6.40402 1.05317 0.56
H -1.98317 5.49630 -0.30207 0.52
H -2.84037 5.11417 2.50609 0.41
H -3.89333 6.57410 -0.01368 0.37
H -3.90788 7.16556 1.60541 0.63
H -6.70754 7.12919 0.38201 0.24
H -5.80901 7.69219 1.85589 0.34
H -7.12302 6.49227 1.99757 0.26
O -2.79681 -0.00101 3.73868 -0.58
C -2.81820 1.23804 3.27363 0.60
O -2.81215 1.24518 1.96921 0.30
O -2.67368 2.23304 3.94438 -0.60
H -2.73481 -0.47100 2.88759 0.26
C 4.33273 2.09256 5.52185 0.47
F 5.04957 3.02280 4.86921 -0.24
F 5.07241 1.75724 6.55463 -0.21
F 3.17037 2.66149 5.91059 -0.20
S 3.96272 0.74730 4.41358 1.44
O 3.05264 -0.03540 5.16730 -0.70
O 3.35069 1.41960 3.26603 -0.46
O 5.27662 0.16042 4.11044 -0.97
C -1.64808 1.26145 -3.47629 0.27
F -2.79182 0.63197 -3.85296 -0.18
F -0.95597 0.19403 -2.89321 -0.02
F -0.99496 1.72127 -4.48239 -0.19
S -1.92936 2.46301 -2.19230 0.74
O -2.67087 3.53137 -2.87707 -0.72
O -2.66060 1.69075 -1.14235 -0.34
O -0.57179 2.82485 -1.79497 -0.53
C -6.70068 -3.44571 0.11737 0.38
F -7.31822 -4.63834 -0.05227 -0.25
F -7.55163 -2.44917 0.15318 -0.17
F -6.01219 -3.49586 1.26442 -0.16
S -5.61047 -3.20162 -1.27418 1.61
O -4.84586 -4.44631 -1.29483 -0.75
O -6.53044 -2.89449 -2.36345 -0.95
O -4.73048 -2.11774 -0.83981 -0.85
C 5.25160 3.24439 -2.94566 0.50
F 6.35096 2.90589 -2.31605 -0.17
F 5.28580 4.48897 -3.26274 -0.20
F 4.98768 2.53395 -4.05259 -0.25
S 3.90206 2.94928 -1.72909 0.57
O 4.35883 3.83355 -0.66978 -0.56
O 2.62479 3.26844 -2.34706 -0.54
O 4.08071 1.54676 -1.41428 -1.07
C 0.72436 -4.73382 -1.89931 0.41
F -0.30320 -4.34295 -2.63653 -0.15
F 0.39055 -4.72112 -0.59358 -0.23
F 1.12322 -5.97106 -2.18227 -0.23
S 2.07001 -3.57670 -2.17221 1.30
O 3.01718 -4.14943 -1.24224 -0.89
O 2.36638 -3.70467 -3.60705 -1.07
O 1.55405 -2.32344 -1.79464 -0.68
```

One molecule with the formula C6H9NS at a distorted geometry. Source: the Open Molecules 2025 dataset; level of theory: ωB97M-V/def2-TZVPD.

Properties
SMILES string: C=C1CSC(=C)N1C
Frontier orbital gap, Eh: 0.3195
Molecular weight, g mol⁻¹: 127.21
ΔE to the lowest compared entry with this formula, charge and spin, kcal/mol: 50.3
Energy, Eh: -686.88259

XYZ file:
```
17
Properties=species:S:1:pos:R:3:mulliken_charge:R:1
C -0.70847 0.75288 0.48013 0.46
C 0.35859 -0.46717 -1.25962 0.89
C -0.85210 1.13289 1.74589 -1.06
C 1.23337 -1.26653 -1.89398 -1.15
C -1.36510 1.43797 -0.74439 -0.68
C 0.86610 -0.98730 1.07580 -1.23
N 0.08858 -0.36807 0.07675 0.02
S -0.62845 0.70790 -2.22756 -0.18
H -0.29065 0.63714 2.54219 0.32
H -1.69717 1.85155 1.78113 0.25
H 1.28818 -1.41981 -2.99215 0.21
H 2.05899 -1.83667 -1.55593 0.27
H -2.28899 0.96386 -0.85379 0.32
H -1.43642 2.50120 -0.68797 0.45
H 1.41274 -1.87595 0.82301 0.33
H 1.64182 -0.42767 1.72062 0.39
H 0.31898 -1.33623 1.96987 0.39
```

One molecule with the formula C23H26N2O4S2 at a distorted geometry. Source: the Open Molecules 2025 dataset; level of theory: ωB97M-V/def2-TZVPD.

Properties
SMILES string: Cc1ccc(N(CC(=O)NCCSCc2ccco2)S(=O)(=O)c2ccc(C)cc2)cc1
Frontier orbital gap, Eh: 0.3314
Molecular weight, g mol⁻¹: 458.60
ΔE to the lowest compared entry with this formula, charge and spin, kcal/mol: 0.0
Energy, Eh: -2098.89575

XYZ file:
```
57
Properties=species:S:1:pos:R:3:mulliken_charge:R:1
C 1.80007 1.83965 -3.07939 -1.56
C 0.92813 0.90629 -2.29800 1.01
C 0.59192 1.18784 -0.98046 -1.09
C -0.16323 0.30759 -0.22741 0.03
C -0.59879 -0.88916 -0.78692 0.07
C -0.28636 -1.17103 -2.11352 -0.47
C 0.46285 -0.27878 -2.85604 -1.19
H 0.70366 -0.51517 -3.88214 0.41
H -0.64934 -2.08645 -2.55152 0.58
N -1.31630 -1.85787 -0.05021 -0.07
S -2.92151 -2.10665 -0.51113 1.28
O -3.41415 -3.16911 0.31389 -0.71
O -2.95568 -2.26818 -1.93128 -0.69
C -3.67982 -0.55950 -0.05212 0.17
C -3.53352 0.52683 -0.89274 -0.47
C -4.02193 1.75758 -0.49233 -0.76
C -4.64870 1.90662 0.74184 0.87
C -4.78182 0.79593 1.57005 -0.67
C -4.29294 -0.43825 1.17910 -0.46
H -4.38933 -1.31274 1.80326 0.51
H -5.26860 0.90063 2.52842 0.39
C -5.19587 3.23539 1.16073 -1.50
H -6.23101 3.32666 0.83100 0.30
H -4.62872 4.04818 0.71425 0.37
H -5.17841 3.34037 2.24259 0.38
H -3.91441 2.61307 -1.14250 0.40
H -3.05027 0.39103 -1.84721 0.47
C -1.08948 -1.93294 1.37645 -0.53
H -1.59451 -2.83832 1.72257 0.59
C 0.41156 -2.02581 1.65098 0.22
O 0.95733 -1.39957 2.53365 -0.67
N 1.05071 -2.87646 0.82196 -0.07
H 0.51304 -3.26876 0.06264 0.35
C 2.48683 -2.85479 0.67661 -0.82
C 2.88906 -1.87280 -0.42285 0.44
H 2.52248 -2.20694 -1.39338 0.34
H 2.48506 -0.88067 -0.21406 -0.63
S 4.68547 -1.71754 -0.60750 -0.17
C 5.09898 -0.71873 0.88992 -0.91
C 4.35446 0.55378 0.95361 0.13
C 3.18602 0.88140 1.58424 0.10
C 2.95690 2.24845 1.29447 -0.57
C 3.99028 2.64383 0.50384 -0.59
O 4.84038 1.62716 0.29028 -0.38
H 4.23003 3.58507 0.05003 0.50
H 2.14049 2.84904 1.64017 0.56
H 2.57087 0.23942 2.18268 0.55
H 4.89638 -1.33340 1.76457 0.36
H 6.16862 -0.54082 0.79357 0.44
H 2.84843 -3.85860 0.44368 0.25
H 2.89738 -2.53566 1.63705 0.41
H -1.49717 -1.07666 1.93014 0.37
H -0.39598 0.55328 0.79660 0.49
H 0.93348 2.10836 -0.53108 0.59
H 1.60392 1.75651 -4.14543 0.44
H 1.64468 2.86970 -2.76700 0.37
H 2.84838 1.59171 -2.90862 0.25
```

One molecule with the formula C4H8O2. Source: the Open Molecules 2025 dataset; level of theory: ωB97M-V/def2-TZVPD.

Properties
SMILES string: C[C@H]1COCO1
Frontier orbital gap, Eh: 0.4055
Molecular weight, g mol⁻¹: 88.11
ΔE to the lowest compared entry with this formula, charge and spin, kcal/mol: 32.3
Energy, Eh: -307.66089

XYZ file:
```
14
Properties=species:S:1:pos:R:3:mulliken_charge:R:1
C -1.68285 0.18236 0.26361 -1.26
C -0.25701 -0.20601 0.66111 0.41
C 0.50404 -1.10277 -0.35029 -0.54
O 1.75998 -0.46802 -0.50300 -0.38
C 1.46170 0.88940 -0.33792 -0.18
O 0.56617 0.96217 0.73639 -0.41
H -2.43564 -0.37868 0.82547 0.33
H -1.79638 1.24141 0.50651 0.31
H -1.88258 0.05338 -0.80749 0.32
H -0.25399 -0.65562 1.66182 0.33
H 0.66896 -2.12321 0.00703 0.30
H -0.02601 -1.13523 -1.31655 0.28
H 2.37129 1.43902 -0.08929 0.21
H 1.00232 1.30179 -1.25740 0.29
```